Record 1
Computed, not measured: C22H51AgBrN3O5 as an isolated structure in a non-equilibrium geometry, with ωB97M-V with the def2-TZVPD basis set.

Last column: Mulliken charge in e.
Element x y z (Å)
Ag1 0.8050 -0.8582 1.9345  0.696
Br1 3.2716 -2.2081 1.8907  -0.848
O1 -0.3920 -1.8005 0.1363  -0.264
O2 -0.0812 -2.1566 3.6664  -0.381
O3 1.7701 0.8175 0.2153  0.409
O4 -2.5340 2.3340 -0.2894  -0.058
O5 1.4380 0.6898 3.5524  -0.355
N1 -1.2690 -2.7605 -0.4128  0.071
N2 2.5731 1.3282 -0.6475  -0.242
N3 -0.8804 0.8588 1.5827  0.670
C1 3.2219 3.4801 0.5448  -1.715
C2 -1.8756 1.8740 2.0157  0.482
C3 4.1000 2.9072 -2.5199  -0.738
C4 1.9197 1.5762 -1.9610  1.981
C5 -3.2674 -4.6215 -1.1085  -0.863
C6 4.6865 2.5231 -1.1734  -1.365
C7 -2.0524 -1.1984 -2.0993  -1.444
C8 0.1046 -4.4895 0.7048  -1.630
C9 -1.2687 2.4516 3.2960  -1.459
C10 -1.3344 -3.9802 0.3684  1.343
C11 4.5165 1.3400 0.9335  -1.516
C12 -2.4619 -2.1835 -1.0064  1.836
C13 -3.2377 -3.2736 -1.8235  -1.294
C14 -1.9134 -5.0701 -0.5893  -1.104
C15 -2.8663 3.2740 -1.2827  -0.925
C16 -2.0667 2.9198 0.9001  -0.766
C17 -2.1313 -4.0165 1.6933  -1.658
C18 3.6658 2.1205 -0.1174  1.679
C19 1.1391 0.4243 -2.5728  -1.564
C20 3.0467 1.8958 -2.9430  -1.511
C21 -3.4241 -1.4666 -0.0546  -1.682
C22 0.9807 2.7797 -1.8492  -1.370
H1 -1.2806 0.6164 0.6711  -0.557
H2 4.3616 0.2717 0.7593  0.371
H3 2.3413 1.0055 3.6600  0.192
H4 4.0181 3.7996 1.2180  0.510
H5 -1.1937 -5.0189 -1.4144  0.428
H6 -2.9158 -0.7627 0.6029  -0.037
H7 2.6018 2.0886 -3.9235  0.430
H8 0.3626 0.0755 -1.8834  -0.138
H9 -2.8228 1.3891 2.2590  0.383
H10 3.6093 0.9817 -3.1727  0.450
H11 -3.9688 -4.6079 -0.2655  0.339
H12 0.0027 -5.5798 0.7385  0.500
H13 0.5072 0.6528 -3.4300  0.390
H14 -0.8735 -2.0179 4.1942  0.211
H15 -1.9656 3.8115 -1.6090  0.329
H16 3.1826 4.3112 -0.1662  0.429
H17 5.2936 1.6324 -1.3684  0.482
H18 -1.8692 -6.0967 -0.2222  0.440
H19 1.8049 -0.4345 -2.6610  0.519
H20 0.1953 2.5543 -1.1188  -0.108
H21 -4.0609 -2.1924 0.4561  0.454
H22 5.3662 3.3070 -0.8399  0.365
H23 0.5430 -4.0508 1.5951  0.041
H24 3.6483 3.9025 -2.5895  0.327
H25 0.3078 -2.9671 4.0115  0.234
H26 -3.1964 -3.9650 1.4496  0.403
H27 -0.2746 2.8749 3.1480  0.214
H28 -1.0926 3.3928 0.7102  0.172
H29 -1.9133 3.2755 3.6220  0.498
H30 -2.8381 -1.1087 -2.8552  0.511
H31 -1.7509 -0.2473 -1.6591  -0.389
H32 -0.1251 1.4233 1.1840  -0.169
H33 4.0938 1.4006 1.9420  0.214
H34 -1.1948 1.6688 4.0471  0.200
H35 -4.1458 -0.8578 -0.6134  0.434
H36 -1.2066 -1.5791 -2.6774  0.415
H37 -1.9950 -4.9860 2.1758  0.433
H38 -2.7051 3.7085 1.3238  0.460
H39 4.9290 2.9188 -3.2314  0.446
H40 5.5410 1.6829 1.0559  0.355
H41 1.0251 0.8217 4.4111  0.197
H42 -4.2635 -2.9520 -2.0305  0.367
H43 -3.7059 -5.4558 -1.6707  0.420
H44 0.7323 -4.3672 -0.1794  0.337
H45 0.4927 2.9777 -2.8008  0.533
H46 -3.1628 2.8006 -2.2175  0.236
H47 -3.6155 3.9132 -0.8100  0.370
H48 -1.9247 -3.1440 2.3102  0.104
H49 -2.8109 -3.3854 -2.8235  0.475
H50 2.2456 3.4157 1.0249  0.079
H51 1.4835 3.5908 -1.3211  0.286

Force components x, y, z for each atom (eV/Å):
Ag 0.331 -1.149 -1.143
Br -0.028 0.164 0.195
O -0.850 0.308 -0.255
O -0.348 -0.335 0.995
O 0.612 0.583 -0.013
O -0.142 -0.701 0.184
O 0.277 0.907 0.676
N 0.768 -0.109 -0.052
N -1.721 -1.041 0.041
N -1.441 1.080 -1.757
C -0.096 -0.159 -0.546
C 1.666 -0.247 0.102
C -0.601 0.471 -0.410
C 0.736 1.296 -1.373
C -0.644 -1.105 0.454
C -0.106 -0.726 -1.270
C 0.693 0.226 -0.173
C -0.816 -0.087 -1.176
C -0.944 0.997 -0.356
C 0.517 -1.439 0.280
C -2.017 -0.744 0.667
C -0.360 -0.463 -0.963
C 0.031 -0.650 0.568
C 0.587 1.487 -0.590
C 0.749 0.119 0.324
C 0.334 0.096 0.979
C -0.854 0.491 -0.829
C 1.909 2.031 1.326
C -0.496 -1.150 2.060
C 0.822 -0.766 -0.933
C -0.746 0.109 -0.264
C -0.215 -0.340 1.531
H 0.211 -1.374 0.128
H 0.774 -0.105 -0.266
H 0.166 -0.232 -0.130
H -0.219 -0.270 0.392
H -0.102 -0.245 -0.190
H 0.170 -0.413 0.291
H -0.079 0.560 0.104
H 0.333 -0.042 0.444
H -0.039 -0.064 -0.176
H -0.188 -0.308 0.418
H 0.056 0.421 0.130
H 0.125 -0.050 0.790
H 0.823 0.379 -0.496
H -0.120 0.006 -0.084
H -0.052 0.504 0.434
H -0.235 -0.220 -0.307
H 0.149 0.042 0.015
H -0.349 0.119 0.425
H -0.163 -0.066 -0.591
H -0.192 -0.435 -0.241
H 0.294 0.075 0.506
H -0.122 -0.067 0.426
H 0.143 0.009 -0.120
H 0.164 0.162 0.499
H 0.231 -0.045 -0.179
H -0.070 0.032 0.178
H 0.053 -0.171 -0.246
H 0.121 0.069 0.021
H 0.061 -0.089 0.494
H -0.334 0.456 0.343
H -0.198 0.157 -0.211
H 0.517 -0.035 0.588
H -0.253 0.334 -0.072
H -0.142 0.057 0.050
H 0.121 0.029 -0.252
H 0.196 -0.160 0.350
H 0.307 0.188 0.334
H -0.440 0.085 -0.503
H -0.136 -0.024 -0.198
H 0.074 -0.069 -0.625
H -0.062 -0.109 0.044
H -0.043 0.222 0.261
H 0.075 0.323 -0.677
H 0.214 0.607 0.218
H 0.289 0.476 -0.022
H -0.621 -0.427 0.428
H -0.138 0.449 -0.771
H 0.354 -0.236 0.175
H 0.442 -0.073 0.153
H 0.157 -0.117 0.333
H 0.073 0.531 -0.898

Its energy is -4130.1683 Ha. Its total charge is -1. The value obtained for the energy above the lowest of the compared OMol25 structures with the same formula, charge and spin is 160.5 kJ/mol. The HOMO-LUMO gap (alpha / beta) comes out at 4.445 / 4.438 eV. The spin multiplicity is 2.

---

Record 2
Computed, not measured: C22H51BBeN4O2Si2 as an isolated structure in a non-equilibrium geometry, with ωB97M-V with the def2-TZVPD basis set.

Last column: Mulliken charge in e.
Element x y z (Å)
Si1 -3.3981 1.4784 -0.2018  0.039
Si2 -2.8481 -4.5891 -2.1712  0.412
O1 1.1798 -2.7148 -3.0711  -0.056
O2 0.6474 -5.1950 -2.1297  -0.186
N1 0.2208 1.5146 0.6351  0.485
N2 -0.0579 -0.3963 2.8593  0.187
N3 -0.3977 -0.8257 1.5897  0.324
N4 0.6820 1.7990 1.9073  -0.088
C1 2.2124 -6.0841 -3.7779  -1.211
C2 1.8561 3.0241 0.4770  -1.093
C3 -3.4086 2.9591 -1.3686  -1.070
C4 -0.2045 -2.1548 1.5440  0.823
C5 1.8859 -2.3927 -1.8661  1.039
C6 -2.6538 -6.4147 -1.7549  -1.037
C7 -1.4789 -3.5017 -1.4589  1.498
C8 -5.0855 0.6388 -0.2275  -1.058
C9 0.1716 -2.6061 2.8116  -1.639
C10 -3.1055 2.1589 1.5329  -1.082
C11 0.8074 -5.6201 -3.4951  -0.106
C12 -2.0799 0.2467 -0.7091  1.155
C13 0.4659 -1.6865 -3.7486  0.068
C14 2.0893 -6.0282 -0.3554  -1.335
C15 0.9418 -0.2608 -3.5591  -1.366
C16 -2.9030 -4.4628 -4.0433  -1.067
C17 1.6842 2.6869 1.8158  -0.182
C18 0.9057 2.2914 -0.2340  -0.019
C19 0.8283 -6.2409 -1.1627  -0.446
C20 0.2839 -1.4621 3.6021  -0.094
C21 3.3442 -2.7280 -2.0362  -1.492
C22 -4.5005 -4.0946 -1.4252  -1.017
B1 0.0693 1.1250 3.1853  0.129
Be1 -0.8325 0.2506 0.4175  -1.138
H1 -5.1205 -0.1951 0.4867  0.302
H2 0.3514 -3.6262 3.0974  0.463
H3 -4.5992 -3.0044 -1.3319  0.153
H4 -4.3350 3.5379 -1.2422  0.309
H5 2.3230 -6.2625 -4.8509  0.419
H6 2.1331 -6.7865 0.4333  0.440
H7 -1.4563 -3.7221 -0.3864  0.087
H8 0.8770 -7.2169 -1.6750  0.449
H9 0.8212 1.2768 4.1215  -0.141
H10 2.1207 -5.0339 0.1102  0.167
H11 2.0251 -0.1886 -3.6919  0.339
H12 -1.6847 0.5136 -1.7087  0.072
H13 -2.5579 3.6272 -1.1733  0.296
H14 3.9089 -2.3702 -1.1705  0.411
H15 1.7634 -1.3315 -1.5999  0.288
H16 -0.9833 1.6141 3.5131  -0.083
H17 2.9420 -5.3230 -3.4764  0.195
H18 -1.9192 -4.6434 -4.5013  0.310
H19 -2.7580 -6.5752 -0.6723  0.292
H20 0.6533 0.1460 -2.5838  0.138
H21 -3.3512 2.6312 -2.4154  0.322
H22 -0.0600 -6.2165 -0.5156  0.289
H23 0.5481 -4.7444 -4.0950  -0.022
H24 -3.9585 2.7923 1.8206  0.443
H25 -2.5232 -0.7582 -0.8155  -0.667
H26 -2.1968 2.7729 1.5984  0.308
H27 0.4540 0.3634 -4.3133  0.435
H28 -3.6044 -5.2340 -4.3997  0.366
H29 -0.4682 -3.7894 -1.8869  -0.683
H30 -1.6990 -6.8399 -2.0935  0.210
H31 2.2275 2.9945 2.6953  0.453
H32 -3.2751 -3.4729 -4.3473  0.307
H33 -4.6172 -4.5523 -0.4315  0.306
H34 3.7371 -2.2423 -2.9371  0.297
H35 -0.5894 -1.7809 -3.4540  0.137
H36 0.6277 -1.3480 4.6197  0.462
H37 1.4428 -3.0043 -1.0656  -0.626
H38 3.4800 -3.8118 -2.1070  0.155
H39 -3.0077 1.3651 2.2849  0.308
H40 2.4162 -7.0205 -3.2481  0.333
H41 -1.6336 -2.4302 -1.6151  -0.608
H42 -3.4704 -6.9507 -2.2625  0.403
H43 2.5775 3.7061 0.0691  0.406
H44 -5.8833 1.3451 0.0388  0.328
H45 0.6708 2.3041 -1.2902  0.540
H46 -5.3065 0.2385 -1.2259  0.298
H47 0.0656 -6.4087 -3.7111  0.372
H48 -0.3104 -2.6846 0.6106  -0.064
H49 0.5251 -1.9597 -4.8103  0.298
H50 2.9839 -6.1594 -0.9791  0.314
H51 -5.3076 -4.4690 -2.0718  0.301

Force components x, y, z for each atom (eV/Å):
Si 0.042 -0.073 -0.080
Si 0.348 0.259 0.064
O 0.661 0.583 0.148
O 0.735 -1.329 -0.363
N 0.400 1.158 0.665
N 0.078 -0.771 -0.711
N 0.507 -0.340 1.163
N 0.348 -0.218 -1.092
C 0.163 -0.099 -0.201
C -0.078 0.077 -0.201
C -0.062 0.009 -0.087
C -0.159 0.512 0.854
C -0.657 0.007 -0.145
C 0.094 -0.002 0.009
C 0.672 -0.559 -0.504
C -0.070 0.064 0.002
C 0.135 0.101 -0.273
C -0.119 0.049 0.053
C -0.421 0.262 0.552
C 0.026 -0.369 -0.556
C -0.416 -0.419 -0.037
C 0.298 -0.160 0.120
C -0.077 0.108 -0.008
C -0.177 0.006 0.008
C -0.555 -0.485 -0.399
C -0.010 -0.197 1.143
C -0.183 0.339 -0.425
C -0.253 0.126 -0.841
C 0.255 0.008 0.081
C -0.088 0.005 -0.130
B -0.025 0.212 0.521
Be 0.164 0.276 0.170
H 0.016 0.137 -0.137
H 0.123 -0.015 0.056
H -0.053 -0.247 -0.005
H 0.237 -0.056 -0.040
H 0.077 -0.073 0.074
H 0.037 0.125 0.031
H -0.076 0.117 -0.055
H -0.202 0.204 0.243
H 0.180 -0.151 -0.263
H -0.060 -0.231 -0.145
H -0.093 0.093 0.038
H -0.226 0.023 0.228
H -0.168 -0.132 -0.045
H 0.033 -0.052 -0.044
H 0.003 -0.347 -0.049
H -0.070 -0.084 -0.423
H -0.201 -0.191 -0.093
H -0.287 0.085 0.110
H 0.070 -0.072 -0.240
H 0.160 -0.076 -0.120
H -0.044 0.096 0.185
H 0.198 -0.132 -0.079
H 0.092 -0.118 0.123
H 0.204 -0.132 0.000
H -0.002 0.347 0.077
H -0.190 -0.108 -0.062
H 0.085 -0.044 0.026
H 0.177 0.286 -0.101
H -1.578 0.526 0.584
H -0.273 0.075 0.097
H -0.140 0.045 -0.029
H 0.137 -0.280 -0.070
H -0.011 0.196 -0.227
H -0.002 -0.153 0.157
H 0.054 0.229 -0.106
H -0.156 0.073 -0.107
H 0.108 0.222 -0.102
H 0.036 0.222 -0.082
H -0.080 0.125 -0.111
H 0.150 0.129 -0.123
H -0.201 -0.155 0.149
H 0.198 0.036 0.182
H 0.049 0.099 -0.013
H 0.113 -0.143 -0.034
H 0.052 -0.186 0.165
H 0.041 0.057 0.177
H 0.215 0.068 0.008
H -0.164 0.055 0.178
H 0.007 0.093 0.150
H -0.206 0.152 0.131
H 0.057 0.127 0.235

Its energy is -1857.0785 Ha. The value obtained for the energy above the lowest of the compared OMol25 structures with the same formula, charge and spin is 25.7 kJ/mol. The HOMO-LUMO gap comes out at 9.761 eV.

---

Record 3
Computed, not measured: C22H51BIrN4O2Si2 as an isolated structure in a non-equilibrium geometry, with ωB97M-V with the def2-TZVPD basis set.

Last column: Mulliken charge in e.
Element x y z (Å)
Ir1 -1.6962 -0.7988 2.0958  0.710
Si1 4.6741 0.9630 -0.3168  0.269
Si2 -3.7692 -0.9054 1.1023  1.204
O1 -1.3314 -1.3452 -0.5145  -0.280
O2 0.9834 1.3955 -4.6395  -0.300
N1 -2.1084 0.3830 4.8072  0.205
N2 -0.2229 -1.0620 4.5494  0.192
N3 -0.0146 -0.8590 3.2094  0.349
N4 -1.9430 0.8126 3.5195  0.076
C1 1.9675 -0.9200 4.2601  -0.936
C2 -4.5805 -1.7436 -0.3685  -1.370
C3 2.5226 0.6646 -6.3564  -1.394
C4 -1.5818 -0.6882 -1.7719  -0.188
C5 0.9458 -1.0444 5.1941  -0.291
C6 -1.1829 -1.3308 -3.0972  -1.446
C7 5.2554 2.7525 -0.4053  -1.012
C8 -2.4582 1.4143 5.6017  -0.246
C9 -1.2262 -3.7797 -1.0372  -1.266
C10 -0.4898 -2.5216 -0.6023  -0.630
C11 5.6717 -0.0959 0.8639  -1.056
C12 0.7188 2.5770 -3.8883  0.017
C13 2.3648 1.2050 -4.9467  0.105
C14 -2.7787 -2.3740 1.7855  -0.849
C15 -0.7708 2.8484 -3.8909  -1.035
C16 1.3337 -0.8346 3.0016  0.076
C17 -2.2357 2.1327 3.4990  -0.446
C18 -2.5519 2.5488 4.7955  -1.001
C19 2.8448 0.9088 0.1145  -0.426
C20 -2.9142 0.7517 0.6738  -1.687
C21 4.8783 0.1878 -2.0169  -0.783
C22 -5.1210 -0.4276 2.3127  -1.409
B1 -1.6939 -1.0920 5.0165  0.162
H1 2.9420 2.1449 -4.8537  0.401
H2 2.6035 1.5364 0.9304  0.600
H3 -2.6653 -0.4967 -1.8141  0.091
H4 -1.8338 -3.6645 -1.9360  0.290
H5 -1.1409 2.9406 -4.9153  0.327
H6 -1.0841 0.2882 -1.7048  0.391
H7 6.0490 0.4711 1.7264  0.330
H8 -5.3794 0.6324 2.1888  0.333
H9 2.7709 0.4758 -4.2255  0.032
H10 3.5711 0.4240 -6.5388  0.402
H11 2.5548 -0.1093 0.4067  -0.165
H12 5.9482 0.0822 -2.2402  0.378
H13 3.0294 -0.8970 4.4579  0.440
H14 -2.4868 -3.1660 1.0797  -0.140
H15 -1.9136 -1.0054 -3.8503  0.394
H16 -0.2119 -0.9460 -3.4290  0.277
H17 -4.5415 -1.1391 -1.2808  0.347
H18 0.3294 -2.2946 -1.2992  0.460
H19 2.2184 1.2133 -0.7385  -0.086
H20 -3.5635 1.5280 1.0946  0.465
H21 -2.8478 0.8680 -0.4103  0.514
H22 -4.1301 -2.7253 -0.5647  0.299
H23 -6.0114 -1.0348 2.0984  0.344
H24 -2.5881 1.2773 6.6579  0.488
H25 -3.3358 -2.7893 2.6476  0.576
H26 0.9562 -1.0872 6.2767  0.469
H27 -1.9779 -1.6573 6.0167  -0.056
H28 5.0586 -0.9310 1.2415  0.298
H29 -2.2266 -1.6295 3.9824  0.043
H30 1.7643 -0.7294 2.0159  0.215
H31 1.9144 -0.2294 -6.5088  0.304
H32 4.9259 3.3407 0.4565  0.323
H33 -1.8792 -4.1742 -0.2571  0.399
H34 -1.8843 0.9888 1.0613  0.540
H35 -4.8313 -0.5896 3.3590  0.289
H36 6.3524 2.8058 -0.4401  0.304
H37 -0.4795 -4.5562 -1.2448  0.400
H38 1.0863 2.4508 -2.8543  -0.016
H39 -1.1812 -2.4203 -3.1263  0.447
H40 4.8585 3.2396 -1.3077  0.309
H41 -5.6383 -1.8906 -0.1051  0.451
H42 4.4133 0.7877 -2.8106  0.009
H43 6.5341 -0.5341 0.3340  0.313
H44 2.2137 1.4196 -7.0840  0.310
H45 -1.3150 2.0357 -3.4034  0.018
H46 4.4272 -0.8120 -2.0280  0.326
H47 -0.0723 -2.6533 0.4028  0.389
H48 1.2406 3.4496 -4.3207  0.472
H49 -2.8374 3.5409 5.0992  0.430
H50 -0.9715 3.7842 -3.3669  0.402
H51 -2.2232 2.7134 2.5745  0.510

Force components x, y, z for each atom (eV/Å):
Ir 2.595 0.948 1.216
Si 0.136 0.111 -0.605
Si -3.611 0.016 -1.062
O 0.412 -0.839 -0.364
O 0.118 0.641 -0.097
N -0.288 0.689 -0.026
N 0.701 0.130 -0.264
N 3.065 -1.207 0.805
N -1.342 1.324 1.224
C 0.044 0.051 -0.825
C -0.097 0.147 -0.297
C -0.159 0.216 0.024
C -0.578 0.748 -0.199
C -0.222 -0.062 -0.322
C 0.293 0.162 -0.388
C 0.044 -0.068 0.049
C 0.299 -0.116 -1.284
C 0.130 -0.409 0.107
C -0.049 0.311 -0.265
C 0.080 -0.104 0.256
C 0.094 -0.064 -0.014
C 0.155 -0.330 0.142
C -1.286 -3.189 0.452
C 0.039 -0.116 -0.082
C -0.565 0.053 1.749
C 0.014 -0.490 0.393
C -0.049 -0.054 -0.021
C -0.052 -0.764 -0.836
C 0.086 0.859 -0.381
C 0.009 0.050 0.029
C -0.014 -0.178 0.034
B -0.078 0.402 -1.435
H -0.343 -0.259 0.095
H -0.261 0.831 0.999
H 0.414 -0.149 0.123
H 0.105 0.087 0.213
H 0.060 -0.018 0.110
H -0.096 -0.094 -0.076
H -0.080 -0.188 -0.163
H -0.059 -0.258 0.080
H 0.018 0.259 -0.123
H -0.036 -0.056 -0.019
H 0.092 0.107 -0.337
H -0.218 -0.008 -0.057
H -0.159 0.009 -0.044
H -0.002 0.626 0.391
H 0.207 -0.021 0.185
H -0.112 -0.276 0.029
H -0.110 -0.176 0.066
H -0.092 -0.134 0.278
H 0.196 -0.104 0.173
H 0.229 -0.179 -0.035
H 0.035 -0.059 0.273
H -0.134 0.319 -0.062
H 0.145 0.222 0.204
H -0.078 -0.022 0.128
H 0.204 0.210 -0.586
H 0.130 -0.176 -0.227
H 0.147 0.180 0.217
H 0.226 0.217 -0.085
H -0.049 0.069 0.532
H -0.226 0.017 0.203
H 0.080 0.040 0.051
H 0.043 -0.063 -0.031
H 0.098 -0.010 -0.098
H -0.340 0.406 -0.580
H -0.071 0.074 -0.175
H -0.238 0.006 -0.057
H -0.128 0.091 0.028
H -0.016 0.065 -0.145
H 0.051 0.310 0.031
H 0.112 -0.128 0.191
H 0.296 -0.016 -0.141
H 0.136 -0.142 0.199
H -0.261 0.193 0.233
H 0.000 -0.106 0.032
H -0.018 0.067 -0.013
H 0.095 0.086 -0.085
H 0.010 -0.018 -0.199
H -0.012 -0.337 0.032
H 0.063 0.001 0.029
H -0.058 -0.059 0.033
H 0.082 -0.303 0.468

Its energy is -1946.1437 Ha. Its total charge is +1. The value obtained for the energy above the lowest of the compared OMol25 structures with the same formula, charge and spin is 0.0 kJ/mol. The HOMO-LUMO gap (alpha / beta) comes out at 8.419 / 6.591 eV. The spin multiplicity is 5.